Entry 1:
Computed, not measured: a structure of composition C26H39AsIrN4O3PS2 at a distorted geometry, with ωB97M-V/def2-TZVPD.

Last column: Löwdin charge in e.
Element x y z (Å)
Ir  11.43364  10.36730  9.97200  0.8889
N  9.75836  3.48888  14.57185  0.2630
C  9.74710  4.37357  13.63134  -0.2497
C  8.97842  4.31074  12.43876  0.0464
C  8.99859  5.28480  11.50567  -0.0154
C  9.79041  6.40680  11.71088  -0.1890
C  10.62559  6.55055  12.86679  0.0166
C  10.52784  5.56648  13.83136  0.0483
S  9.86646  7.57109  10.36353  0.5270
O  8.64268  7.44666  9.60598  -0.2658
O  11.03525  7.21998  9.62257  -0.3221
N  10.08253  8.99925  11.03261  -0.2758
C  9.00677  9.60164  11.69966  -0.4377
N  8.12942  8.86518  12.44556  0.1403
C  7.01667  9.54134  12.88497  -0.0940
C  6.79342  10.87908  12.70474  -0.0373
C  7.77578  11.57226  11.95770  -0.0922
N  8.88973  10.95980  11.49447  0.0840
H  9.23962  2.61842  14.49046  0.1624
H  10.24350  3.53973  15.43113  0.1389
H  8.35387  3.42007  12.19541  0.1544
H  8.45876  5.21971  10.61040  0.1192
H  11.36241  7.29564  12.97189  0.1125
H  11.00071  5.62831  14.78909  0.1233
H  6.30784  9.02806  13.50073  0.1101
H  5.86370  11.33036  12.97620  0.1056
H  7.61037  12.59851  11.62222  0.1118
O  12.41161  11.23390  11.75039  -0.7254
S  12.40624  12.75782  12.17803  1.0014
C  11.41196  12.83428  13.66517  -0.3068
C  12.32688  12.91500  14.91554  -0.1879
C  13.74017  13.35551  14.45139  -0.2044
C  13.96924  12.83076  13.02670  -0.3284
H  10.77526  11.93580  13.55612  0.0896
H  10.77735  13.70676  13.48915  0.0928
H  12.32102  11.99499  15.47088  0.1075
H  11.89439  13.66367  15.60220  0.1239
H  14.45716  12.96981  15.15714  0.1125
H  13.81958  14.50390  14.35366  0.1471
H  14.24408  11.76574  13.18291  0.1090
H  14.79611  13.24261  12.48169  0.0942
C  14.07018  8.20948  10.30871  -0.2995
As  13.37780  9.33807  8.94194  1.0133
C  13.37969  8.08086  7.41476  -0.2313
C  14.91751  10.53260  8.59125  -0.2849
C  16.20407  9.73766  8.42777  -0.2894
C  17.06708  9.31920  9.47411  -0.0779
C  18.15537  8.52458  9.25723  -0.0677
C  18.47022  8.14153  7.93259  -0.0615
C  17.69760  8.56832  6.86998  -0.0581
C  16.60410  9.37577  7.15260  -0.0650
H  15.04123  7.71383  10.13756  0.0490
H  13.31084  7.49567  10.62043  0.0078
H  14.20591  8.88363  11.19571  0.0400
H  14.32807  7.53255  7.39257  0.0422
H  13.21785  8.59401  6.47311  0.0258
H  12.51370  7.40630  7.61260  0.0286
H  14.98360  11.11876  9.49475  0.0577
H  14.58980  11.23419  7.79380  0.0754
H  16.90050  9.51418  10.50472  0.0981
H  18.66514  8.11312  10.10661  0.1053
H  19.26714  7.42220  7.71499  0.1144
H  18.09267  8.29304  5.93955  0.0966
H  16.04577  9.79073  6.35992  0.1008
C  11.80104  12.47859  7.13783  -0.2405
P  10.55538  11.85230  8.38016  0.6225
C  9.77917  13.31493  9.02274  -0.2759
C  9.30196  10.98927  7.38882  -0.2378
H  11.32498  13.18748  6.36358  0.0917
H  12.03202  11.55698  6.56262  0.0389
H  12.64579  12.90922  7.62767  0.0199
H  9.66836  14.14941  8.28999  0.0782
H  10.42805  13.71404  9.78663  0.0167
H  8.81671  13.00152  9.45803  0.0381
H  8.71408  11.50878  6.65030  0.0640
H  8.64852  10.38906  7.98260  0.0327
H  9.84529  10.21744  6.88771  0.0333

As for the HOMO energy (alpha / beta): -11.949 / -12.833 eV. The calculation puts the relative energy (zero: lowest compared OMol25 entry of this formula, charge and spin) at 0.0 kcal per mole. The net charge is +2. As for the multiplicity: 5.

***

Entry 2:
Computed, not measured: a cluster of 11 separate species, C26H39BrCl31N2O6P2 in total at a distorted geometry, with ωB97M-V/def2-TZVPD.

Last column: Löwdin charge in e.
Element x y z (Å)
C  4.50065  0.42569  -0.78721  0.0456
C  3.60252  -0.57988  -0.89864  -0.1163
C  2.18833  -0.39563  -1.45790  -0.3463
P  2.45161  -0.45002  -3.26113  0.3985
O  1.23146  -0.15986  -4.01670  -0.2569
O  3.58763  0.57213  -3.72447  -0.1371
O  3.00994  -1.88977  -3.57423  -0.1654
C  1.33399  -1.57106  -0.94764  -0.3226
O  1.75088  -2.26016  0.14728  -0.0495
C  1.25601  -3.61066  0.23437  -0.2071
C  2.35853  -4.63459  0.49486  -0.2002
C  1.73856  -5.77320  1.31559  -0.0890
N  -0.07440  -1.05479  -0.96157  0.0122
P  -1.48937  -2.12592  -0.99058  0.8434
N  -1.39436  -3.03293  -2.24319  -0.2018
C  -0.05050  0.23435  -0.99064  -0.1767
C  -1.23450  1.14664  -1.06339  -0.0742
C  -2.18846  0.84319  -2.27364  -0.1638
O  -1.44368  0.09198  -3.20771  -0.0633
C  -2.16574  -0.49346  -4.24664  -0.4549
C  -3.61217  -0.88142  -4.04743  -0.0209
O  -1.58284  -0.72800  -5.29155  0.1118
C  1.36191  0.83017  -0.93929  -0.6176
Br  1.59642  2.45709  -1.98178  0.9729
C  1.73492  1.16854  0.51330  -0.1764
C  0.79476  2.17032  1.21440  -0.2693
C  -0.10784  1.41855  2.18075  -0.6198
Cl  -1.29128  2.49551  2.96085  0.5913
H  4.99861  0.53419  0.17229  0.0809
H  4.78343  1.08059  -1.60183  0.0698
H  3.93917  -1.56668  -0.60944  0.1258
H  3.12041  1.30802  -4.14159  0.0725
H  3.30359  -1.86492  -4.50690  -0.0281
H  1.35338  -2.26680  -1.80103  0.1404
H  0.56462  -3.64316  1.07967  0.1130
H  0.68734  -3.92097  -0.64450  0.0996
H  3.20860  -4.18533  0.99859  0.1158
H  2.64847  -5.04539  -0.46988  0.1140
H  2.32878  -6.67980  1.26086  0.0796
H  1.56884  -5.42946  2.33313  0.0814
H  0.75744  -5.99563  0.89190  0.0520
H  -1.46577  -2.85056  0.21860  0.0277
H  -2.66984  -1.36282  -0.95385  0.0164
H  -0.57272  -2.81659  -2.79986  -0.0425
H  -0.93822  2.18372  -1.04683  0.0816
H  -1.80537  0.97756  -0.14498  0.1312
H  -2.48909  1.80839  -2.67159  0.1467
H  -3.04321  0.31167  -1.87018  0.0786
H  -3.74838  -1.15305  -3.00440  -0.0037
H  -3.80752  -1.76925  -4.63057  0.0916
H  -4.29100  -0.05688  -4.24406  0.0966
H  1.71624  0.22614  1.06968  0.1341
H  2.74007  1.55950  0.57737  0.1059
H  0.25512  2.81908  0.53337  0.0772
H  1.40802  2.82239  1.83123  0.0798
H  -0.58747  0.53721  1.75925  0.0625
H  0.52702  1.05489  2.98299  0.0360
C  5.55277  -1.09457  -6.52033  -1.5314
Cl  5.76679  0.41330  -7.40280  0.5525
Cl  3.87957  -1.66793  -6.67056  0.5831
Cl  6.67952  -2.32203  -7.08331  0.5604
H  5.74974  -0.90498  -5.47304  0.0091
C  -0.48067  6.09988  4.13378  -1.5343
Cl  0.24350  6.47402  5.69492  0.5351
Cl  -1.52207  7.40953  3.58226  0.5507
Cl  0.78397  5.76483  2.94754  0.5111
H  -1.08545  5.20958  4.24783  -0.0176
C  3.30008  8.29572  4.35370  -1.5808
Cl  4.13384  8.76524  5.83710  0.5239
Cl  2.23276  9.58152  3.79547  0.5349
Cl  4.45783  7.85058  3.09559  0.5116
H  2.69224  7.42607  4.57247  -0.0716
C  -6.92964  -2.51327  -2.63346  -1.5319
Cl  -6.97998  -1.89692  -4.28078  0.5325
Cl  -6.24869  -4.13860  -2.58674  0.5459
Cl  -6.00377  -1.42324  -1.58594  0.5286
H  -7.93965  -2.55578  -2.25631  -0.0292
C  2.21910  5.36115  9.13600  -1.5203
Cl  2.46172  6.93930  8.38866  0.5173
Cl  0.52799  4.87843  9.04360  0.5105
Cl  3.25259  4.14477  8.37140  0.5531
H  2.49942  5.42992  10.17844  0.0169
C  -2.12805  1.42168  9.06432  -1.5483
Cl  -1.76605  2.48594  10.42142  0.5218
Cl  -1.74255  2.21104  7.52911  0.4950
Cl  -1.25615  -0.10415  9.21327  0.5265
H  -3.18806  1.20743  9.07579  0.0114
C  -2.02151  -7.77643  -0.38594  -1.5647
Cl  -1.74836  -6.18888  -1.11893  0.4972
Cl  -3.71931  -8.23053  -0.50610  0.5366
Cl  -0.99021  -8.99070  -1.13777  0.5360
H  -1.76161  -7.71484  0.66245  0.0070
C  3.58080  3.03195  4.93489  -1.5341
Cl  3.90124  4.57589  4.15593  0.5302
Cl  1.86736  2.61871  4.80382  0.5497
Cl  4.59045  1.75998  4.23881  0.5329
H  3.81984  3.11987  5.98553  -0.0497
C  -10.04103  0.74135  -3.61120  -1.5297
Cl  -8.80733  0.72898  -4.87706  0.5058
Cl  -10.05680  -0.75483  -2.67389  0.5457
Cl  -9.82353  2.12926  -2.54778  0.5341
H  -11.00610  0.83263  -4.09106  0.0140
C  0.10873  -3.76341  -6.59464  -1.5289
Cl  1.26552  -4.20383  -7.85048  0.5393
Cl  -1.10751  -5.02255  -6.38836  0.5412
Cl  0.94232  -3.44354  -5.07086  0.5774
H  -0.39266  -2.85211  -6.89511  0.0098

As for the HOMO energy: -11.453 eV. The net charge is +1.

***

Entry 3:
Computed, not measured: a structure of composition C26H39CoN6OPSSe at a distorted geometry, with ωB97M-V/def2-TZVPD.

Last column: Löwdin charge in e.
Element x y z (Å)
Co  2.17188  -0.61381  0.23417  0.6014
N  2.60108  -2.24821  4.14717  0.1364
C  2.98698  -1.03251  4.62727  -0.0458
C  2.91618  -0.16041  3.57757  -0.0942
N  2.48678  -0.81991  2.47747  0.0660
C  2.31028  -2.08421  2.83437  -0.2513
C  1.86778  -3.02771  1.85557  -0.2320
N  1.65208  -2.62371  0.60527  0.0429
C  1.23418  -3.71611  -0.08893  -0.1175
C  1.19628  -4.79331  0.74947  -0.0437
N  1.60008  -4.34741  1.97437  0.1399
H  2.55048  -3.09331  4.69597  0.1698
H  3.29018  -0.88851  5.64207  0.1234
H  3.11928  0.88929  3.55677  0.1222
H  0.99018  -3.66961  -1.13243  0.0953
H  0.91818  -5.81051  0.57337  0.1250
H  1.70928  -4.92931  2.79117  0.1732
S  6.57888  0.20029  0.11687  0.6492
C  5.00658  0.13899  0.06667  -0.9928
N  3.82288  0.08839  0.01797  -0.1348
O  0.46958  0.43229  0.06817  -0.4106
P  -0.92632  0.89349  -0.27723  0.9164
C  -1.86382  -0.58171  -0.89543  -0.3444
C  -1.14672  -1.36931  -1.98273  -0.2175
C  -1.77492  -2.76491  -2.09273  -0.1790
C  -3.29472  -2.72451  -1.86433  -0.1870
C  -3.85832  -1.35871  -2.23823  -0.1843
C  -3.31282  -0.28031  -1.29293  -0.1860
C  -1.90922  1.36229  1.23767  -0.3342
C  -1.68092  0.36639  2.37667  -0.1785
C  -0.36682  0.60879  3.11227  -0.2132
C  -0.28972  2.03869  3.62937  -0.1893
C  -0.41412  3.00339  2.45687  -0.1891
C  -1.73902  2.79729  1.73177  -0.1838
C  -0.91332  2.36399  -1.43503  -0.3162
C  -0.85632  1.93659  -2.90283  -0.1860
C  0.55268  1.45379  -3.22523  -0.1993
C  1.55718  2.61439  -3.14763  -0.1727
C  0.99338  3.78109  -2.33653  -0.1886
C  0.29398  3.25399  -1.08603  -0.1911
H  -1.85252  -1.23871  -0.01363  0.1164
H  -0.08342  -1.44341  -1.74053  0.0612
H  -1.21692  -0.86571  -2.94343  0.0972
H  -1.32422  -3.44441  -1.36733  0.0898
H  -1.55242  -3.14831  -3.08783  0.1129
H  -3.52302  -2.91801  -0.81373  0.1133
H  -3.77152  -3.50841  -2.45333  0.1138
H  -4.94612  -1.37021  -2.17153  0.1160
H  -3.59382  -1.13581  -3.27113  0.1180
H  -3.93972  -0.26151  -0.39893  0.1122
H  -3.38172  0.69809  -1.77393  0.1081
H  -2.94282  1.25489  0.88627  0.1140
H  -1.68942  -0.65361  1.98687  0.0986
H  -2.50982  0.44999  3.08447  0.1272
H  0.46328  0.43349  2.42627  0.0642
H  -0.28502  -0.09711  3.94347  0.1144
H  0.66098  2.19969  4.13977  0.1055
H  -1.08992  2.21709  4.35147  0.1200
H  0.40548  2.81899  1.75847  0.1007
H  -0.35272  4.03469  2.81067  0.1201
H  -1.81702  3.49259  0.89517  0.0948
H  -2.56172  3.02159  2.41817  0.1279
H  -1.85662  2.89259  -1.26083  0.1222
H  -1.11112  2.78559  -3.54223  0.1273
H  -1.58912  1.15649  -3.10533  0.0908
H  0.58098  0.98499  -4.21053  0.1081
H  0.82068  0.69129  -2.48643  0.0620
H  1.81128  2.96099  -4.14833  0.1138
H  2.47948  2.26199  -2.68063  0.1095
H  0.30098  4.37299  -2.93733  0.1148
H  1.80478  4.44479  -2.03843  0.1180
H  -0.00902  4.09099  -0.45683  0.1126
H  1.02738  2.66179  -0.53113  0.0970
Se  3.16308  -1.59521  -2.37583  0.9331
C  1.88508  -1.71761  -3.62163  -0.7801
N  1.06728  -1.81261  -4.42813  0.1264

As for the HOMO energy (alpha / beta): -10.781 / -10.574 eV. The net charge is +1. As for the multiplicity: 5.

***

- The highest net charge belongs to which entry?
  C26H39AsIrN4O3PS2

***

- Which formula does entry 1 have?
  C26H39AsIrN4O3PS2

***

- Which value of net charge does entry 1 give?
  +2

***

- Look up the net charge of the first one.
  +2